<P>
The following is a DFT calculation (ωB97M-V with the def2-TZVPD basis set) of C3H8OS2 in the gas phase.

The LUMO energy is 0.7 eV. The calculation puts the HOMO energy at -9.24 eV. The calculation puts the HOMO-LUMO gap at 0.365 hartree. The SMILES is OC[C@@H](S)CS.

```
! wB97M-V def2-TZVPD RIJCOSX def2/J DEFGRID3
* xyz 0 1
S -1.4864 -0.5522 1.6494
S 0.7143 -0.6030 -2.3332
O 1.3347 1.6953 0.1393
C -0.5523 -0.4520 -0.9725
C 0.5018 1.0323 1.0701
C -0.0266 -0.5079 0.5147
H -1.0021 0.4583 -1.3358
H -0.1369 -0.3934 -3.3520
H -0.3666 1.6241 1.3390
H 0.7830 -1.1144 0.6303
H 1.6892 1.0707 -0.5645
H -1.3009 -1.7419 2.2665
H -1.1850 -1.2820 -1.0037
H 1.0338 0.7664 1.9525
*
```

<Q>
The following is a DFT calculation (ωB97M-V with the def2-TZVPD basis set) of 2 unconnected molecules or ions with the total composition C3H8OS2.

The LUMO energy is 0.7 eV. The calculation puts the HOMO energy at -8.89 eV. The calculation puts the HOMO-LUMO gap at 0.353 hartree. The SMILES is C=CO.CSS.

```
! wB97M-V def2-TZVPD RIJCOSX def2/J DEFGRID3
* xyz 0 1
S -0.2318 -2.9309 0.8320
S 0.1379 -1.5768 2.3150
O -0.9490 1.1564 0.4815
C -0.7161 2.8684 -1.1709
C 1.1837 -2.6977 -0.2365
C -0.2838 2.1881 -0.1165
H 2.1022 -2.9071 0.2799
H 0.6215 2.3963 0.4331
H -1.8213 1.0433 0.0848
H 1.1219 -3.4980 -0.9866
H -0.2564 3.7839 -1.4845
H -0.6493 -0.5150 2.0701
H -1.5305 2.4347 -1.7459
H 1.2711 -1.7458 -0.7553
*
```

<R>
The following is a DFT calculation (ωB97M-V with the def2-TZVPD basis set) of 2 unconnected molecules or ions with the total composition C3H8OS2.

The LUMO energy is 0.7 eV. The calculation puts the HOMO energy at -9.06 eV. The calculation puts the HOMO-LUMO gap at 0.358 hartree. The SMILES is C=CO.CSS.

```
! wB97M-V def2-TZVPD RIJCOSX def2/J DEFGRID3
* xyz 0 1
S -0.0581 -0.7608 -1.8418
S 0.6694 1.1015 -1.8771
O -0.2861 0.7816 3.6314
C -0.9623 -0.0804 2.8094
C -1.2555 0.2796 1.5723
C 0.9789 -1.6406 -0.6547
H 0.4913 0.3377 4.0068
H -0.9446 1.2351 1.1938
H 2.0353 -1.6968 -0.9347
H 0.1034 1.6937 -0.8026
H -1.0891 -1.0961 3.1843
H -1.8474 -0.2937 0.8572
H 0.5629 -2.6229 -0.4665
H 0.9494 -1.0816 0.2695
*
```

<S>
The following is a DFT calculation (ωB97M-V with the def2-TZVPD basis set) of 2 unconnected molecules or ions with the total composition C3H8OS2.

The LUMO energy is 0.4 eV. The calculation puts the HOMO energy at -8.27 eV. The calculation puts the HOMO-LUMO gap at 0.319 hartree. The SMILES is C=CO.CSS.

```
! wB97M-V def2-TZVPD RIJCOSX def2/J DEFGRID3
* xyz 0 1
S 1.7662 0.9992 0.4332
S 1.5691 2.2366 -1.2281
O -2.2005 -2.7886 0.5840
C -2.8285 -1.2139 -1.0526
C 3.4372 1.4949 0.9014
C -2.9035 -1.6754 0.1703
H 3.4228 2.5181 1.2868
H -2.2885 -1.8083 -1.7863
H 3.6454 0.8468 1.7436
H -3.3043 -0.3148 -1.4149
H 0.2485 2.0792 -1.3587
H -3.4726 -1.1853 0.9607
H -1.2555 -2.5525 0.6502
H 4.1642 1.3640 0.1102
*
```

Most stable: <Q>

<P>
The following is a DFT calculation (ωB97M-V with the def2-TZVPD basis set) of 2 unconnected molecules or ions with the total composition C3H8OS2.

The LUMO energy is 0.1 eV. The calculation puts the HOMO energy at -8.58 eV. The calculation puts the HOMO-LUMO gap at 0.317 hartree. The SMILES is CC=O.CSS.

```
! wB97M-V def2-TZVPD RIJCOSX def2/J DEFGRID3
* xyz 0 1
S 1.6026 -0.8542 1.7147
S 0.7206 0.9987 0.7742
O -0.8156 0.3265 -2.1806
C -1.8770 -1.5631 -3.2046
C -1.5782 -0.5753 -2.1432
C -0.2450 1.6554 2.1851
H -1.9695 -0.9901 -4.1476
H -2.9152 -1.9380 -3.0361
H 1.0424 -1.5089 0.7088
H -0.4673 2.8373 1.9844
H -1.1582 1.0983 2.1588
H -1.2479 -2.4652 -3.2147
H -1.9634 -0.6325 -1.0620
H 0.2345 1.5732 3.2074
*
```

<Q>
The following is a DFT calculation (ωB97M-V with the def2-TZVPD basis set) of 2 unconnected molecules or ions with the total composition C3H8OS2.

The LUMO energy is 0.3 eV. The calculation puts the HOMO energy at -8.37 eV. The calculation puts the HOMO-LUMO gap at 0.320 hartree. The SMILES is C=CO.CSS.

```
! wB97M-V def2-TZVPD RIJCOSX def2/J DEFGRID3
* xyz 0 1
S 1.8480 -0.0641 0.4767
S 0.1805 0.1800 1.6498
O -1.8131 -0.4998 -0.5727
C -1.9047 1.0245 -2.2882
C 1.2851 -1.2463 -0.8336
C -1.7346 0.7969 -0.9701
H 0.8925 -0.6654 -1.6620
H 0.7076 -0.1129 2.8510
H 2.1316 -1.8929 -0.9951
H 0.4091 -1.7298 -0.4077
H -1.9146 -0.6902 0.3673
H -1.3035 1.4874 -0.2506
H -1.4450 0.2576 -2.9045
H -2.3653 1.9026 -2.7116
*
```

Most stable: <P>

<P>
The following is a DFT calculation (ωB97M-V with the def2-TZVPD basis set) of a molecular structure, C2H4S3.

The LUMO energy (alpha / beta) is -2.0 / -1.4 eV. The calculation puts the HOMO energy (alpha / beta) at -7.03 / -8.04 eV. The calculation puts the HOMO-LUMO gap (alpha / beta) at 0.184 / 0.245 hartree.

```
! wB97M-V def2-TZVPD RIJCOSX def2/J DEFGRID3
* xyz 0 1
S -2.4031 -1.9461 0.1163
S -0.1132 -0.3987 0.2315
S -2.0449 2.1035 -0.1314
C -1.0937 0.9080 0.0575
C 1.6394 0.4424 0.1049
H 1.5703 0.8680 -0.8460
H 2.0778 -0.4731 0.2141
H 1.8310 1.1616 0.9141
H -1.4636 -2.6657 -0.6610
*
```

<Q>
The following is a DFT calculation (ωB97M-V with the def2-TZVPD basis set) of 2 unconnected molecules or ions with the total composition C2H4S3.

The LUMO energy (alpha / beta) is -2.1 / -0.9 eV. The calculation puts the HOMO energy (alpha / beta) at -7.17 / -8.67 eV. The calculation puts the HOMO-LUMO gap (alpha / beta) at 0.187 / 0.284 hartree.

```
! wB97M-V def2-TZVPD RIJCOSX def2/J DEFGRID3
* xyz 0 1
S -1.9852 -1.9917 0.3648
S -1.2914 0.3312 -1.6453
S 1.9490 -1.1209 -0.8647
C -0.7056 -0.8933 0.9951
C -1.0993 -0.6888 -0.3906
H -0.9665 -0.2749 1.8722
H 1.6338 -1.1590 -2.1488
H 0.2742 -1.1887 1.2093
H -0.0851 0.8596 -1.4812
*
```

Most stable: <P>